*w*
Here is a 18-piece molecular cluster, H36O18 overall from the OMol25 dataset. Energies are from ωB97M-V/def2-TZVPD.

lowest unoccupied orbital energy = -0.12 eV
net charge = 0
HOMO-LUMO gap = 10.27 eV

Last column: Löwdin charge in e.
CARTESIAN COORDINATES (ANGSTROEM)
O 0.95 5.27 -1.46  -0.048
H 1.22 5.44 -0.54  0.055
H 0.91 5.98 -2.09  0.036
O 3.74 -4.40 -0.88  -0.054
H 2.80 -4.33 -1.06  0.041
H 4.27 -3.73 -1.29  0.050
O 1.61 -4.12 -3.34  -0.057
H 0.69 -3.93 -3.13  0.024
H 1.55 -5.07 -3.48  0.046
O -0.30 1.15 -0.42  -0.047
H -0.22 0.21 -0.45  0.041
H -0.53 1.53 -1.31  0.053
O -0.64 -0.52 -4.63  -0.058
H -1.16 -1.16 -5.15  0.043
H 0.22 -0.41 -5.02  0.032
O 3.51 -3.52 1.40  -0.110
H 4.54 -3.63 1.36  0.118
H 3.37 -4.34 0.95  -0.002
O -0.41 2.79 -3.04  -0.074
H -0.11 3.64 -2.67  0.028
H 0.28 2.10 -3.10  0.052
O 3.49 0.46 -1.87  -0.050
H 3.44 0.32 -0.90  0.047
H 4.36 0.75 -2.04  0.005
O -2.90 1.45 0.39  -0.093
H -2.69 1.37 1.34  0.022
H -1.95 1.50 0.12  0.004
O -1.15 4.42 2.99  -0.064
H -0.81 4.89 2.20  0.038
H -0.33 4.37 3.49  0.027
O 1.19 1.41 2.51  -0.056
H 0.68 1.22 1.71  0.019
H 1.77 0.70 2.75  -0.008
O -4.12 -2.58 2.21  -0.059
H -4.06 -2.97 1.34  0.020
H -3.66 -3.32 2.66  0.045
O -3.33 -1.54 -2.11  -0.093
H -3.34 -1.08 -1.24  0.040
H -2.97 -0.76 -2.63  0.071
O -0.77 -2.81 -0.93  -0.056
H -1.09 -2.88 -0.02  0.042
H -1.34 -2.63 -1.66  -0.008
O -2.78 0.98 3.70  -0.079
H -3.61 0.55 4.06  0.077
H -2.21 0.25 3.42  0.030
O 3.22 2.36 4.06  -0.045
H 3.06 3.26 3.79  0.028
H 2.47 1.85 4.31  0.002
O 2.64 -1.74 2.95  -0.035
H 2.39 -2.05 2.11  -0.016
H 3.55 -1.53 3.05  0.015
O -5.33 1.36 -0.98  -0.083
H -5.05 2.17 -1.39  0.015
H -5.05 1.29 -0.04  0.032

---

*x*
Here is a 18-piece molecular cluster, H36O18 overall from the OMol25 dataset. Energies are from ωB97M-V/def2-TZVPD.

lowest unoccupied orbital energy = -0.17 eV
net charge = 0
HOMO-LUMO gap = 9.78 eV

Last column: Löwdin charge in e.
CARTESIAN COORDINATES (ANGSTROEM)
O -23.93 24.86 -6.23  -0.043
H -23.93 25.76 -5.89  0.025
H -24.82 24.73 -6.55  0.011
O -19.67 26.17 -9.05  -0.045
H -19.04 26.54 -9.67  0.061
H -19.19 26.10 -8.23  -0.005
O -25.35 27.29 -10.63  -0.041
H -24.92 27.52 -11.46  0.046
H -24.62 27.19 -10.01  0.004
O -20.98 21.97 -8.46  -0.036
H -21.01 21.75 -7.53  0.023
H -21.39 22.83 -8.52  -0.003
O -19.48 22.13 -10.42  -0.053
H -20.09 22.00 -9.70  -0.055
H -18.67 21.69 -10.13  0.030
O -19.75 25.19 -11.97  -0.042
H -19.10 25.89 -11.93  0.018
H -19.24 24.39 -11.83  0.018
O -21.86 24.46 -8.32  -0.035
H -22.36 25.00 -7.71  0.040
H -21.17 25.03 -8.65  0.024
O -23.33 23.21 -10.22  -0.035
H -22.97 23.94 -9.71  0.007
H -23.53 22.54 -9.57  0.053
O -21.63 21.13 -5.74  -0.030
H -21.97 20.24 -5.72  0.050
H -21.54 21.37 -4.81  0.048
O -23.90 27.80 -6.80  -0.046
H -23.33 27.95 -7.55  -0.005
H -24.78 27.72 -7.19  0.049
O -18.30 25.95 -6.77  -0.020
H -18.01 25.07 -6.52  0.038
H -18.40 26.41 -5.94  0.068
O -22.46 28.53 -4.22  -0.058
H -22.75 27.88 -4.85  -0.010
H -22.94 29.33 -4.45  0.026
O -26.66 24.27 -6.16  -0.028
H -27.26 24.70 -6.76  0.055
H -27.06 24.38 -5.30  0.054
O -23.24 24.15 -3.49  -0.058
H -24.06 23.99 -3.02  0.026
H -23.50 24.16 -4.41  -0.021
O -17.51 23.03 -7.69  -0.035
H -18.45 22.85 -7.59  0.022
H -17.22 22.45 -8.39  0.033
O -22.25 27.35 -8.88  -0.038
H -21.35 27.04 -8.97  0.007
H -22.29 28.16 -9.39  0.065
O -21.09 22.21 -12.84  -0.060
H -20.88 22.22 -11.90  -0.022
H -21.47 21.35 -12.99  0.027
O -25.24 24.28 -11.97  -0.069
H -24.47 24.03 -11.46  -0.028
H -25.63 25.00 -11.47  -0.007

---

Stability check: which of them is most stable? *x*.

---

*w*
Here is one molecule with the formula C17H23N3O3 from the OMol25 dataset. Energies are from ωB97M-V/def2-TZVPD.

lowest unoccupied orbital energy = 0.68 eV
net charge = 0
HOMO-LUMO gap = 8.78 eV
SMILES = Cc1oc(-c2ccoc2)nc1CN(C[C@@H]1CCC(=O)N1)C(C)C

Last column: Löwdin charge in e.
CARTESIAN COORDINATES (ANGSTROEM)
C 0.97 -1.57 2.37  0.005
C 1.05 -0.22 1.76  -0.240
C 0.63 0.27 0.56  -0.228
N 0.94 1.60 0.50  0.201
C 1.53 1.87 1.62  -0.290
C 2.06 3.15 2.02  -0.139
C 2.69 3.46 3.20  -0.051
O 3.04 4.75 3.22  0.023
C 2.64 5.29 2.05  -0.110
C 2.04 4.36 1.27  0.000
H 1.62 4.47 0.29  0.112
H 2.85 6.33 1.89  0.121
H 2.92 2.87 4.06  0.135
O 1.63 0.81 2.44  0.131
C -0.07 -0.43 -0.56  -0.127
N -1.25 -1.13 -0.09  -0.151
C -1.67 -2.24 -0.91  -0.132
H -2.59 -2.63 -0.48  0.112
H -0.91 -3.02 -0.83  0.135
C -1.91 -1.98 -2.43  -0.282
N -0.68 -2.05 -3.19  0.107
C -0.46 -3.22 -3.83  -0.504
O 0.54 -3.50 -4.45  0.059
C -1.69 -4.08 -3.61  -0.078
H -1.44 -4.86 -2.88  0.123
C -2.74 -3.11 -3.07  -0.126
H -3.32 -2.70 -3.90  0.117
H -3.42 -3.57 -2.37  0.110
H -1.99 -4.57 -4.53  0.120
H 0.01 -1.32 -3.16  0.141
H -2.38 -1.01 -2.57  0.129
C -2.27 -0.28 0.50  -0.407
C -3.25 0.37 -0.49  -0.051
H -2.72 0.92 -1.26  0.073
H -3.89 -0.37 -0.95  0.074
H -3.89 1.08 0.05  0.080
H -1.72 0.53 0.99  0.135
C -3.04 -1.04 1.58  -0.049
H -3.62 -0.34 2.18  0.079
H -3.73 -1.76 1.15  0.069
H -2.34 -1.56 2.23  0.074
H -0.27 0.31 -1.34  0.125
H 0.62 -1.19 -0.97  0.129
H 1.95 -2.04 2.38  0.086
H 0.62 -1.49 3.40  0.087
H 0.28 -2.17 1.80  0.073

---

*x*
Here is one molecule with the formula C17H23N3O3 from the OMol25 dataset. Energies are from ωB97M-V/def2-TZVPD.

lowest unoccupied orbital energy = 0.46 eV
net charge = 0
HOMO-LUMO gap = 8.65 eV
SMILES = CC(C)C[C@H](NC(=O)[C@@H](N)Cc1c[nH]c2ccccc12)C(=O)O

Last column: Löwdin charge in e.
CARTESIAN COORDINATES (ANGSTROEM)
C -0.27 -2.29 1.31  -0.270
C 1.17 -2.00 0.84  -0.474
C -1.41 -1.88 0.36  -0.103
C -1.92 -0.47 0.32  -0.174
C -1.65 0.63 -0.47  -0.053
C -2.73 0.10 1.40  -0.156
C -3.03 1.40 1.01  -0.247
C -3.31 -0.50 2.52  -0.044
C -3.85 2.17 1.84  -0.060
C -4.28 0.24 3.27  -0.046
C -4.50 1.64 2.88  -0.088
C 2.67 -0.18 -0.02  -0.117
C 2.58 1.26 0.38  -0.478
C 3.23 -0.05 -1.60  -0.064
C 2.27 0.36 -2.79  -0.369
C 2.98 1.27 -3.90  -0.098
C 1.38 -0.84 -3.33  -0.064
H -0.54 -0.55 2.48  0.106
H 0.12 -1.82 3.24  0.094
H -0.30 -3.25 1.66  0.112
H -2.28 -2.40 0.56  0.090
H -1.12 -2.15 -0.73  0.151
H -0.90 0.81 -1.28  0.137
H -2.34 2.59 -0.57  0.156
H -3.24 -1.54 2.80  0.102
H -3.96 3.16 1.58  0.085
H -4.87 -0.27 4.01  0.080
H -5.29 2.31 3.37  0.120
H 0.30 -0.32 0.16  0.115
H 3.40 -0.64 0.53  0.095
H 3.66 -1.03 -1.75  0.093
H 4.18 0.48 -1.42  0.121
H 1.61 1.19 -2.38  0.109
H 2.22 1.64 -4.56  0.036
H 3.73 0.82 -4.64  0.086
H 3.36 2.31 -3.43  0.115
H 0.47 -0.65 -3.93  0.080
H 1.92 -1.57 -3.90  0.054
H 1.04 -1.31 -2.37  0.061
H 3.97 0.87 1.57  0.133
N -0.65 -1.60 2.58  0.051
N -2.49 1.69 -0.16  0.103
N 1.26 -0.74 0.31  0.140
O 2.14 -2.59 1.22  0.088
O 1.83 2.03 -0.26  0.059
O 3.46 1.67 1.30  0.136

---

*y*
Here is one molecule with the formula C17H23N3O3 from the OMol25 dataset. Energies are from ωB97M-V/def2-TZVPD.

lowest unoccupied orbital energy = 0.68 eV
net charge = 0
HOMO-LUMO gap = 8.90 eV
SMILES = CC(C)C[C@H](NC(=O)[C@@H](N)Cc1c[nH]c2ccccc12)C(=O)O

Last column: Löwdin charge in e.
CARTESIAN COORDINATES (ANGSTROEM)
C -0.38 -2.15 -0.02  -0.263
C 0.70 -1.31 -0.71  -0.418
C -1.57 -2.48 -0.96  -0.107
C -2.04 -1.33 -1.79  -0.173
C -1.96 -1.25 -3.11  -0.039
C -2.61 0.04 -1.33  -0.061
C -2.95 0.73 -2.54  -0.205
C -3.32 0.55 -0.22  -0.098
C -3.66 1.97 -2.60  0.005
C -4.05 1.73 -0.30  -0.144
C -4.18 2.51 -1.40  -0.093
C 1.41 0.53 1.07  -0.168
C 0.45 1.69 0.32  -0.432
C 2.90 1.01 1.19  -0.122
C 3.85 -0.16 1.82  -0.393
C 3.08 -1.04 2.89  -0.070
C 5.12 0.61 2.19  -0.106
H -1.52 -1.62 1.68  0.051
H -0.87 -0.48 0.84  -0.008
H -0.02 -3.17 0.32  0.162
H -2.50 -2.79 -0.50  0.118
H -1.24 -3.28 -1.64  0.123
H -1.68 -1.96 -3.93  0.146
H -2.99 -0.03 -4.44  0.113
H -3.49 0.04 0.75  0.120
H -3.90 2.63 -3.49  0.124
H -4.49 1.73 0.69  0.105
H -4.48 3.49 -1.34  0.079
H 2.15 -0.12 -0.79  0.169
H 1.15 0.10 2.05  0.119
H 3.03 1.87 1.82  0.104
H 3.31 1.23 0.20  0.112
H 4.14 -0.93 1.06  0.131
H 2.51 -1.83 2.44  0.062
H 3.94 -1.47 3.48  0.093
H 2.60 -0.46 3.63  0.049
H 6.04 0.09 2.48  0.076
H 5.24 1.37 1.38  0.082
H 4.74 1.25 3.07  0.102
H -1.61 1.97 0.02  0.161
N -0.79 -1.38 1.12  0.100
N -2.48 0.00 -3.62  0.074
N 1.47 -0.42 -0.04  0.108
O 0.86 -1.56 -1.91  0.052
O 0.95 2.36 -0.54  0.110
O -0.84 1.71 0.68  0.050

---

Stability check: which of them is most stable? *w*.

---

*w*
Here is one molecule with the formula C3H4OS from the OMol25 dataset. Energies are from ωB97M-V/def2-TZVPD.

lowest unoccupied orbital energy = 0.41 eV
net charge = 0
HOMO-LUMO gap = 9.82 eV

Last column: Löwdin charge in e.
CARTESIAN COORDINATES (ANGSTROEM)
C -0.26 -0.18 0.18  -0.431
C -1.12 -1.17 0.09  0.030
C 0.16 1.20 -0.08  -0.298
O 2.40 -0.35 -0.75  -0.594
S 1.53 0.14 0.46  0.966
H -1.02 -2.20 0.58  0.098
H -2.16 -1.16 -0.10  0.045
H 0.42 1.73 -1.03  0.110
H 0.05 2.00 0.66  0.075

---

*x*
Here is one molecule with the formula C3H4OS from the OMol25 dataset. Energies are from ωB97M-V/def2-TZVPD.

lowest unoccupied orbital energy = 0.04 eV
net charge = 0
HOMO-LUMO gap = 8.54 eV
SMILES = CC#CSO

Last column: Löwdin charge in e.
CARTESIAN COORDINATES (ANGSTROEM)
C -0.43 0.25 0.26  -0.161
C 0.71 0.40 0.60  -0.464
C -1.83 0.20 0.04  -0.113
O 2.63 -1.08 -0.34  -0.452
S 2.37 0.34 0.73  0.882
H -2.12 0.94 -0.66  0.059
H -2.57 0.49 0.89  0.127
H -2.00 -0.74 -0.43  0.076
H 3.23 -0.80 -1.09  0.046

---

Stability check: which of them is most stable? *x*.

---

*w*
Here is one molecule with the formula C3H4OS from the OMol25 dataset. Energies are from ωB97M-V/def2-TZVPD.

lowest unoccupied orbital energy = -1.05 eV
net charge = 0
HOMO-LUMO gap = 8.19 eV
SMILES = CC(=O)C=S

Last column: Löwdin charge in e.
CARTESIAN COORDINATES (ANGSTROEM)
C 0.77 0.86 -0.15  -0.024
C 0.17 -0.55 -0.22  -0.571
C -1.17 -0.77 0.36  -0.546
H 0.10 1.68 0.01  0.056
H 1.45 0.97 -1.04  0.102
H 1.58 0.72 0.65  0.120
H -1.31 -1.25 1.29  0.046
O 0.90 -1.45 -0.50  0.085
S -2.50 -0.21 -0.40  0.731

---

*x*
Here is a 2-piece molecular cluster, C3H4OS overall from the OMol25 dataset. Energies are from ωB97M-V/def2-TZVPD.

lowest unoccupied orbital energy (spin up / spin down) = -3.58 / -3.64 eV
net charge = 0
HOMO-LUMO gap (spin up / spin down) = 5.31 / 5.06 eV

Last column: Löwdin charge in e.
CARTESIAN COORDINATES (ANGSTROEM)
C -0.34 0.71 0.01  -0.308
C -1.30 1.45 -0.21  0.017
C 1.01 0.43 0.45  -0.133
O -4.45 -1.09 -0.19  -0.593
S -4.52 0.50 0.14  0.713
H 0.79 -0.20 1.42  0.132
H 1.59 1.19 0.76  0.035
H 1.49 -0.04 -0.33  0.042
H -4.67 -1.70 0.60  0.095

---

Stability check: which of them is most stable? *w*.

---

*w*
Here is a 2-piece molecular cluster, C3H4OS overall from the OMol25 dataset. Energies are from ωB97M-V/def2-TZVPD.

lowest unoccupied orbital energy (spin up / spin down) = -0.86 / -1.35 eV
net charge = 0
HOMO-LUMO gap (spin up / spin down) = 7.93 / 5.85 eV

Last column: Löwdin charge in e.
CARTESIAN COORDINATES (ANGSTROEM)
C 1.35 0.13 -0.97  0.010
C 0.09 0.45 -0.79  -0.512
C -1.21 -0.44 1.69  -0.426
O -0.83 -0.40 -0.66  -0.117
S -2.35 -1.50 1.85  0.762
H 2.10 0.96 -1.24  0.074
H 1.74 -0.96 -0.93  0.095
H -0.39 1.45 -0.80  0.114
H -0.51 0.32 1.85  0.001

---

*x*
Here is a 2-piece molecular cluster, C3H4OS overall from the OMol25 dataset. Energies are from ωB97M-V/def2-TZVPD.

lowest unoccupied orbital energy = 0.74 eV
net charge = 0
HOMO-LUMO gap = 9.24 eV

Last column: Löwdin charge in e.
CARTESIAN COORDINATES (ANGSTROEM)
C 1.31 -0.11 0.96  -0.173
C -0.83 -0.30 -1.03  -0.487
C -0.59 0.38 0.27  -0.497
O 1.49 -0.79 1.87  0.071
S -0.27 1.43 -1.15  0.767
H 2.09 0.45 0.23  0.117
H -0.15 -1.11 -1.13  0.054
H -1.84 -0.64 -1.15  0.070
H -1.20 0.70 1.13  0.078

---

*y*
Here is a 2-piece molecular cluster, C3H4OS overall from the OMol25 dataset. Energies are from ωB97M-V/def2-TZVPD.

lowest unoccupied orbital energy (spin up / spin down) = -0.98 / -0.87 eV
net charge = 0
HOMO-LUMO gap (spin up / spin down) = 8.36 / 8.54 eV

Last column: Löwdin charge in e.
CARTESIAN COORDINATES (ANGSTROEM)
C 1.95 0.13 -0.37  -0.077
C 0.97 0.72 0.22  0.050
C -1.23 -0.58 0.39  -0.294
O -3.68 -0.35 -0.20  -0.599
S -2.42 0.40 -0.03  0.770
H 2.93 0.58 -0.41  0.068
H 1.86 -0.83 -0.86  0.060
H 0.75 1.59 0.79  0.033
H -1.13 -1.65 0.47  -0.012

---

*z*
Here is a 2-piece molecular cluster, C3H4OS overall from the OMol25 dataset. Energies are from ωB97M-V/def2-TZVPD.

lowest unoccupied orbital energy (spin up / spin down) = -0.22 / -0.51 eV
net charge = 0
HOMO-LUMO gap (spin up / spin down) = 7.81 / 6.70 eV

Last column: Löwdin charge in e.
CARTESIAN COORDINATES (ANGSTROEM)
C 2.12 0.34 -0.11  -0.575
C -0.78 0.65 0.03  -0.252
C -1.37 -0.68 0.12  -0.066
O -1.08 1.79 0.03  0.105
S 3.52 -0.43 0.03  0.581
H 2.12 1.38 -0.42  -0.050
H -0.66 -1.38 0.55  0.077
H -1.57 -0.99 -0.91  0.095
H -2.30 -0.67 0.69  0.086

---

Stability check: which of them is most stable? *x*.